Formula: C5H14O
Source: the Open Molecules 2025 dataset
Level of theory: ωB97M-V/def2-TZVPD

Structure (XYZ):
```
20
Properties=species:S:1:pos:R:3
O 2.896 -3.433 -0.564
C 0.530 -0.366 -1.093
C -0.565 1.328 0.950
C -1.546 0.812 -0.149
C -1.140 1.719 2.302
C -0.747 0.558 -1.415
H 3.120 -2.836 -1.303
H 0.190 -1.062 -0.328
H -1.464 0.230 -2.138
H -0.531 2.496 2.777
H -0.990 0.871 3.088
H 0.331 0.780 1.235
H 1.405 0.164 -0.685
H 2.135 -3.873 -0.970
H -2.207 1.680 -0.223
H -2.090 -0.050 0.226
H -0.347 1.541 -1.718
H -0.142 2.181 0.367
H -2.151 2.122 2.446
H 0.759 -1.069 -1.963
```

Relative energy (zero: lowest compared OMol25 entry of this formula, charge and spin) in kJ/mol: 111.76
SMILES string: CCCCC.O
LUMO in eV: 0.8428
Net charge: 0
Kohn-Sham gap in hartree: 0.425
Spin multiplicity: 1

***

Formula: C24H19AsBrN2OSZr
Source: the Open Molecules 2025 dataset
Level of theory: ωB97M-V/def2-TZVPD

Structure (XYZ):
```
50
Properties=species:S:1:pos:R:3
Zr 0.841 -0.950 0.267
Br -0.141 -3.334 1.257
As 3.155 0.521 -0.112
S -0.375 -0.711 -4.260
O -5.202 -2.365 0.721
N -1.357 -0.980 0.807
N 0.302 -0.849 -1.593
C -1.702 -2.254 0.977
C 5.868 0.577 0.982
C 0.353 0.944 3.268
C 3.546 -1.869 1.695
C 0.127 2.309 3.209
C 1.580 2.484 1.274
C 7.242 2.554 0.856
C 4.853 1.287 0.347
C -2.944 -2.803 0.940
C -3.986 -1.871 0.740
C 6.223 3.243 0.213
C 0.742 3.070 2.212
C 5.019 2.609 -0.060
C 3.112 -3.698 -0.371
C -0.002 -0.788 -2.790
C 1.886 1.120 1.356
C 3.645 -3.236 1.939
C 1.229 0.367 2.344
C -3.681 -0.509 0.555
C 3.250 -1.399 0.407
C 3.021 -2.332 -0.632
C 3.430 -4.145 0.909
C 7.068 1.228 1.231
C -2.371 -0.108 0.580
H -4.462 0.221 0.386
H -2.096 0.927 0.425
H 1.514 -0.677 2.542
H 2.856 -1.995 -1.650
H 7.874 0.694 1.715
H 5.766 -0.459 1.267
H 3.523 -5.208 1.096
H 2.973 -4.405 -1.179
H -0.112 0.330 4.028
H -0.522 2.786 3.931
H 6.370 4.270 -0.093
H -5.889 -1.693 0.589
H -3.145 -3.856 1.071
H 8.183 3.048 1.053
H 2.016 3.114 0.506
H 0.560 4.136 2.162
H 4.253 3.152 -0.600
H 3.715 -1.162 2.500
H 3.902 -3.584 2.932
```

Relative energy (zero: lowest compared OMol25 entry of this formula, charge and spin) in kJ/mol: 0.00
LUMO in eV: -10.6431
Net charge: +3
Kohn-Sham gap in hartree: 0.236
Spin multiplicity: 1

***

Which of these has the lowest Kohn-Sham gap? C24H19AsBrN2OSZr